Computed, not measured: a cluster of 7 separate species, C53H96BrClIN2O15S6 in total at a distorted geometry, with wB97M-V/def2-TZVPD.

XYZ file:
```
175
Properties=species:S:1:pos:R:3:forces:R:3
C -7.0611 -4.1069 -3.7115 0.26 -0.30 0.51
C -6.6241 -4.4518 -2.2129 -1.34 0.68 -0.16
C -5.5123 -3.5192 -1.6473 0.37 -0.80 -0.18
I -5.3990 -3.7764 0.5297 -0.38 0.08 -0.59
C -4.0367 -3.8031 -2.2366 -0.69 -0.42 0.60
C -3.7857 -5.3724 -2.3190 -0.67 1.48 -1.33
C -4.1598 -6.0426 -3.5399 0.99 -3.01 0.99
C -3.9557 -7.5062 -3.5695 0.57 2.55 2.98
C -3.4078 -8.0193 -2.3231 -0.21 -0.35 -0.75
C -3.0735 -7.2148 -1.1754 -0.76 -0.20 -1.76
N -3.2888 -5.8802 -1.1774 0.08 -1.27 -1.28
C -3.9752 -3.0413 -3.5984 -1.77 0.82 0.89
N -2.5984 -2.6133 -4.0774 -0.39 -0.70 -1.33
C -2.6127 -1.1287 -4.2983 0.50 2.53 0.26
C -2.5532 -0.2578 -2.9852 -0.91 0.78 0.09
C -3.4673 1.0441 -3.1799 1.04 -0.28 0.55
Cl -2.5008 2.4853 -2.5854 -0.66 -0.62 -0.34
C -2.4066 -3.3576 -5.3860 -0.18 -1.35 -1.32
C -3.1210 -2.7096 -6.6145 -0.04 0.35 -0.12
O -2.6002 -1.8758 -7.2619 0.38 0.13 0.06
Br -4.9260 -3.2528 -7.2309 0.65 -0.26 0.81
C -1.4655 -3.1071 -3.2038 1.79 -0.84 0.33
C -0.0809 -2.3937 -3.5097 -0.33 -0.46 0.29
C -1.7757 -3.2063 -1.6647 0.81 -0.19 1.34
C -1.0286 -2.1698 -0.7426 -0.25 0.43 1.00
C -1.8660 -1.7336 0.5328 0.51 0.32 0.26
C -1.0773 -0.6132 1.3531 -0.46 0.71 -1.46
C -1.8228 0.7793 1.1550 -0.45 -0.24 -0.06
C -3.2078 0.8721 1.9154 0.24 -0.23 -0.33
C -4.4008 1.4321 1.0520 -0.59 -0.30 0.35
C -5.2436 0.3570 0.2878 -0.58 -0.05 -0.75
C -6.4399 0.9980 -0.5629 0.20 -0.72 -0.30
C -7.8479 0.3478 -0.2631 -0.82 0.70 -0.67
C -8.5343 -0.2702 -1.5480 0.53 0.11 -0.50
O -9.4190 -1.3451 -1.2277 -0.15 0.73 -0.34
C -10.4439 -1.5130 -2.1979 -1.23 -0.54 0.05
O -3.1621 -3.1928 -1.2913 0.25 0.33 -1.95
H -6.5852 -4.8006 -4.4563 -0.48 0.73 0.59
H -6.7875 -3.0482 -3.9607 -0.37 -0.86 0.11
H -8.1736 -4.2177 -3.7807 1.04 0.12 -0.12
H -6.4394 -5.5461 -2.0846 0.19 0.97 -0.07
H -7.5487 -4.2409 -1.6053 1.01 -0.17 -0.39
H -5.8079 -2.4445 -1.7907 0.42 -0.97 0.14
H -4.5982 -5.5947 -4.4513 0.36 0.06 0.95
H -4.2281 -8.1438 -4.4301 0.28 0.47 0.72
H -3.2398 -9.1190 -2.2523 -0.09 1.01 -0.01
H -2.6326 -7.6848 -0.2683 -0.47 0.49 -0.79
H -4.5461 -2.0858 -3.4333 0.70 -0.88 -0.03
H -4.5503 -3.5428 -4.4187 0.86 0.33 0.77
H -3.5377 -0.7767 -4.8315 0.68 -1.15 0.35
H -1.7684 -0.7773 -4.9518 -0.63 -0.91 0.54
H -2.9524 -0.7625 -2.0717 0.39 0.03 -0.80
H -1.5438 0.1358 -2.7312 -0.61 -0.64 -0.41
H -3.7094 1.2506 -4.2457 -0.01 -0.15 0.86
H -4.3482 0.9693 -2.5070 0.46 0.20 -0.82
H -2.7872 -4.4123 -5.3091 0.30 1.09 0.45
H -1.3296 -3.4631 -5.6634 -0.86 0.64 0.29
H -1.2823 -4.1636 -3.5511 -0.59 0.93 0.34
H 0.2221 -2.4789 -4.5796 -0.36 0.08 0.74
H 0.6841 -2.9695 -2.9215 -0.70 0.66 -0.47
H -0.0557 -1.3296 -3.1955 0.03 -0.82 -0.25
H -1.3816 -4.2098 -1.3294 -0.36 0.82 -0.63
H -0.7232 -1.2170 -1.2291 -0.26 -0.78 0.07
H -0.0873 -2.6433 -0.3494 -0.80 0.40 -0.54
H -2.8320 -1.2437 0.2428 0.71 -0.90 0.14
H -2.0618 -2.6353 1.1605 -0.10 0.68 -0.51
H -0.9679 -0.8717 2.4308 0.08 0.20 -0.82
H -0.0883 -0.4689 0.8315 -0.60 -0.28 1.00
H -1.1719 1.6508 1.4157 -0.82 -1.24 -0.17
H -2.0580 0.8926 0.0544 0.42 -0.18 0.86
H -3.1053 1.5212 2.8203 0.01 -0.59 -0.66
H -3.4548 -0.1685 2.2659 -0.09 0.95 -0.16
H -5.1165 1.9441 1.7570 0.59 -0.39 -0.72
H -4.0911 2.2056 0.3033 0.09 -0.55 0.69
H -4.6402 -0.2408 -0.4588 -0.15 0.56 0.87
H -5.7031 -0.4173 0.9597 0.64 0.81 -0.30
H -6.4732 2.1139 -0.4665 0.03 -0.99 0.14
H -6.2349 0.8000 -1.6573 -0.16 0.31 0.97
H -7.8429 -0.4191 0.5470 0.18 0.56 -0.65
H -8.5278 1.1888 0.0446 0.51 -0.97 0.08
H -7.7668 -0.6620 -2.2867 -0.40 0.35 0.72
H -9.1060 0.5171 -2.1193 0.54 -0.55 0.63
H -10.9136 -0.5451 -2.5287 0.69 -0.70 0.25
H -10.1334 -2.1120 -3.0946 0.09 0.64 0.59
H -11.2795 -2.0958 -1.7199 0.91 0.48 -0.30
C 1.6547 5.6816 0.3354 -0.01 0.04 0.25
C 2.9124 4.8200 0.4807 -0.04 -0.04 -0.07
C 2.4648 3.4431 0.9839 0.46 0.10 0.21
S 0.7921 3.2119 0.3919 0.53 0.51 -0.25
O -0.1010 3.1664 1.5326 0.30 0.18 -0.17
O 0.7804 2.1861 -0.6305 -0.39 -0.28 0.26
C 0.6351 4.8098 -0.3866 -0.08 0.39 -0.07
H 1.8554 6.5977 -0.2134 -0.03 -0.09 0.03
H 1.2780 5.9551 1.3258 -0.03 -0.05 -0.04
H 3.3980 4.7171 -0.4902 -0.10 0.02 0.05
H 3.6353 5.2716 1.1615 -0.05 -0.08 0.02
H 3.0982 2.6475 0.5953 -0.19 -0.11 0.10
H 2.4451 3.4035 2.0725 -0.08 -0.07 -0.06
H -0.3877 5.1709 -0.2872 -0.03 -0.18 0.01
H 0.8925 4.6938 -1.4407 0.00 -0.08 0.05
C 2.1206 2.2829 6.7124 -0.02 -0.18 -0.02
C 3.3991 2.7514 7.4111 -0.10 0.07 0.12
C 4.5407 2.6506 6.3952 0.21 -0.05 0.48
S 3.7927 2.8548 4.7800 -0.16 0.10 0.40
O 3.9321 1.6193 4.0469 0.09 0.24 -0.27
O 4.1938 4.1268 4.2231 0.07 -0.24 -0.36
C 2.1074 2.9829 5.3575 -0.40 -0.02 0.23
H 1.2293 2.5223 7.2943 0.03 0.03 -0.05
H 2.1540 1.1997 6.5746 0.00 0.14 0.01
H 3.2804 3.7913 7.7293 0.01 -0.04 -0.03
H 3.6121 2.1592 8.3017 0.02 0.00 -0.08
H 5.2861 3.4297 6.5471 0.01 -0.05 -0.21
H 5.0166 1.6704 6.4240 -0.09 0.01 -0.14
H 1.4332 2.5188 4.6387 0.13 0.06 -0.12
H 1.8709 4.0429 5.4647 0.08 -0.02 -0.10
C 0.7113 -2.6635 8.3526 -0.06 0.11 -0.13
C 0.7388 -3.4553 7.0416 0.05 0.03 0.21
C 1.8475 -2.8588 6.1687 -0.45 -0.14 -0.27
S 3.0574 -2.1709 7.2966 -0.05 -0.40 0.18
O 3.0826 -0.7362 7.1281 0.28 -0.09 0.00
O 4.2586 -2.9673 7.2509 0.10 0.35 -0.11
C 2.1653 -2.5491 8.7968 -0.34 -0.01 0.30
H 0.0992 -3.1547 9.1094 0.04 0.02 -0.03
H 0.2945 -1.6675 8.1747 0.03 -0.01 0.08
H 0.9603 -4.5014 7.2539 -0.07 0.21 0.01
H -0.2234 -3.4237 6.5304 0.07 -0.09 0.01
H 2.3249 -3.6161 5.5488 0.15 0.17 0.01
H 1.4723 -2.0493 5.5420 0.15 0.04 0.05
H 2.3303 -1.7645 9.5334 0.16 0.01 -0.10
H 2.5377 -3.5028 9.1735 0.06 0.05 -0.06
C 1.0253 -8.6755 4.2981 0.03 0.07 -0.08
C 2.4611 -8.1953 4.5342 0.04 -0.12 -0.07
C 2.3987 -7.0326 5.5296 0.41 0.02 -0.30
S 0.9376 -7.3100 6.5315 0.11 -0.48 -0.02
O -0.0095 -6.2519 6.2688 -0.01 -0.19 0.13
O 1.3377 -7.6638 7.8694 -0.22 0.36 0.03
C 0.3912 -8.7822 5.6804 -0.11 -0.28 -0.35
H 0.9989 -9.6300 3.7713 -0.02 0.04 0.03
H 0.4849 -7.9407 3.6942 -0.02 -0.05 0.04
H 3.0523 -9.0113 4.9580 -0.04 0.04 -0.01
H 2.9433 -7.8911 3.6045 0.00 0.00 0.07
H 3.2764 -7.0049 6.1735 -0.15 0.12 0.10
H 2.2814 -6.0759 5.0206 -0.08 -0.02 0.09
H -0.6967 -8.8123 5.6539 0.03 0.10 0.16
H 0.7781 -9.6443 6.2254 -0.02 0.09 0.05
C 6.5617 8.8920 -2.5493 0.10 0.09 0.07
C 7.1135 7.5695 -2.0130 -0.04 0.00 0.06
C 6.2172 7.1367 -0.8476 0.41 -0.22 0.01
S 4.5991 7.8326 -1.1755 0.35 0.10 -0.36
O 4.3015 8.8093 -0.1572 -0.31 -0.24 0.03
O 3.6767 6.7666 -1.5057 0.00 0.36 0.02
C 5.0555 8.6925 -2.6726 0.20 0.24 -0.27
H 7.0101 9.1592 -3.5066 -0.13 0.01 0.18
H 6.7758 9.6963 -1.8394 -0.06 -0.02 -0.03
H 7.0808 6.8145 -2.8029 0.02 0.03 0.05
H 8.1505 7.6651 -1.6965 -0.07 -0.06 -0.06
H 6.1360 6.0525 -0.7813 -0.15 0.07 0.12
H 6.5712 7.5405 0.1008 -0.16 0.03 -0.01
H 4.5019 9.6271 -2.7456 -0.12 -0.11 0.11
H 4.8124 8.0445 -3.5164 -0.05 -0.01 0.07
C 9.1126 6.6557 -7.4261 0.02 0.09 -0.10
C 10.5496 7.1269 -7.1816 0.04 -0.13 -0.05
C 10.4900 8.2790 -6.1736 0.40 0.03 -0.32
S 9.0266 7.9978 -5.1783 0.39 -0.36 -0.17
O 8.0857 9.0625 -5.4318 0.03 -0.01 0.20
O 9.4242 7.6240 -3.8418 -0.20 0.34 -0.09
C 8.4755 6.5367 -6.0462 -0.13 -0.28 -0.31
H 9.0833 5.7073 -7.9633 -0.02 0.05 0.03
H 8.5767 7.3990 -8.0229 -0.02 -0.06 0.04
H 11.1363 6.3036 -6.7655 -0.04 0.04 -0.01
H 11.0350 7.4392 -8.1068 -0.01 0.00 0.07
H 11.3664 8.2952 -5.5278 -0.16 0.11 0.10
H 10.3778 9.2416 -6.6721 -0.10 -0.01 0.12
H 7.3873 6.5115 -6.0756 0.03 0.10 0.15
H 8.8580 5.6670 -5.5099 -0.01 0.09 0.05
```
Forces are in eV/Å.

## Properties
* total energy: -9035.782814 Ha
* gap between HOMO and LUMO: 8.07 eV
* total charge: +1

Löwdin atomic charge list, values in e, 99 entries: -0.09 -0.28 -0.57 0.95 -0.39 -0.22 -0.02 -0.01 -0.05 -0.09 0.10 -0.03 -0.15 -0.11 -0.20 -0.50 0.56 -0.08 -0.74 0.07 0.74 -0.19 -0.01 -0.24 -0.13 -0.18 -0.16 -0.20 -0.18 -0.20 -0.21 -0.19 -0.15 -0.24 -0.21 -0.13 -0.20 0.05 0.07 0.08 0.11 0.10 0.08 0.09 0.11 0.11 0.12 0.14 0.07 0.14 0.16 0.10 0.08 0.08 0.04 0.13 0.15 0.16 0.09 0.12 0.08 0.16 0.09 0.13 0.07 0.11 0.11 0.10 0.05 0.09 0.11 0.11 0.12 0.10 0.08 0.08 0.11 0.08 0.11 0.11 0.11 0.12 0.09 0.08 0.10 -0.22 -0.21 -0.20 0.68 -0.34 -0.35 -0.22 0.09 0.13 0.10 0.12 0.11 0.08 0.11